#A
ORCA calculation (ωB97M-V/def2-TZVPD) on H10O5 as an isolated structure.

```
15
H10O5, DFT ωB97M-V/def2-TZVPD
O -2.967 12.103 -1.136
H -3.342 12.073 -0.255
H -3.674 12.438 -1.687
O -5.289 9.558 0.399
H -5.494 10.000 1.223
H -4.356 9.725 0.264
O -5.900 10.705 1.988
H -6.476 11.464 1.893
H -6.418 10.072 2.486
O -4.918 11.556 -2.097
H -4.238 11.683 -2.758
H -5.509 10.908 -2.481
O -5.024 12.048 0.106
H -5.485 11.476 0.719
H -5.373 11.811 -0.753
```

HOMO energy = -9.68 eV
LUMO = 0.2 eV
frontier orbital gap = 9.87 eV
total charge = 0

These are the natural (NBO) partial charges, in e, on atoms 1 to 2: O -0.97; H 0.50

#B
ORCA calculation (ωB97M-V/def2-TZVPD) on a 5-piece molecular cluster, H10O5 overall.

```
15
H10O5, DFT ωB97M-V/def2-TZVPD
O 2.582 -0.289 -2.775
H 3.437 0.144 -2.840
H 2.144 0.144 -2.028
O -0.603 -1.841 2.192
H -1.546 -2.035 2.236
H -0.423 -1.343 2.996
O -0.673 0.066 -0.129
H 0.107 0.590 -0.356
H -0.378 -0.553 0.550
O -3.535 0.092 0.922
H -2.768 -0.313 0.500
H -4.264 -0.041 0.311
O 1.804 1.445 -0.582
H 2.417 1.690 0.118
H 1.697 2.242 -1.115
```

HOMO energy = -10.83 eV
LUMO = 0.2 eV
frontier orbital gap = 11.00 eV
total charge = 0
SMILES = O.O.O.O.O

These are the natural (NBO) partial charges, in e, on atoms 1 to 2: O -0.95; H 0.46

#C
ORCA calculation (ωB97M-V/def2-TZVPD) on a 5-piece molecular cluster, H10O5 overall.

```
15
H10O5, DFT ωB97M-V/def2-TZVPD
O -0.544 0.715 0.382
H -0.737 1.645 0.262
H 0.430 0.570 0.118
O -3.509 1.228 3.532
H -4.099 0.859 4.106
H -2.750 1.394 4.152
O 3.151 0.801 -0.561
H 2.384 1.323 -0.820
H 3.203 0.111 -1.217
O 1.811 0.602 -3.973
H 2.156 -0.225 -4.148
H 1.030 0.627 -4.575
O -0.808 -3.242 0.779
H -1.788 -3.316 0.744
H -0.635 -3.822 0.106
```

HOMO energy = -11.14 eV
LUMO = 0.5 eV
frontier orbital gap = 11.64 eV
total charge = 0
SMILES = O.O.O.O.O

These are the natural (NBO) partial charges, in e, on atoms 1 to 2: O -0.94; H 0.47

Most stable to least stable, the ends of the list are #B and #A.

#A
ORCA calculation (ωB97M-V/def2-TZVPD) on a 5-piece molecular cluster, H10O5 overall.

```
15
H10O5, DFT ωB97M-V/def2-TZVPD
O -0.353 0.598 0.466
H -0.877 1.146 -0.118
H 0.381 0.304 -0.075
O -3.165 3.005 -3.138
H -2.897 3.867 -3.455
H -4.116 3.066 -3.052
O 1.290 0.030 -4.000
H 1.890 0.711 -4.305
H 0.478 0.195 -4.478
O -0.028 -4.501 1.569
H -0.058 -3.597 1.255
H 0.793 -4.557 2.058
O 2.584 -0.194 5.662
H 2.008 -0.603 6.308
H 2.069 0.529 5.304
```

HOMO energy = -11.36 eV
LUMO = 0.5 eV
frontier orbital gap = 11.90 eV
total charge = 0
SMILES = O.O.O.O.O

These are the natural (NBO) partial charges, in e, on atoms 1 to 2: O -0.94; H 0.47

#B
ORCA calculation (ωB97M-V/def2-TZVPD) on a 5-piece molecular cluster, H10O5 overall.

```
15
H10O5, DFT ωB97M-V/def2-TZVPD
O -2.029 0.473 -0.833
H -2.860 0.314 -0.390
H -1.575 1.145 -0.277
O -0.615 2.266 0.619
H -0.335 2.974 0.030
H 0.194 1.730 0.742
O 1.777 0.997 0.887
H 1.751 1.040 1.841
H 1.764 0.034 0.649
O 1.716 -1.673 0.265
H 2.427 -1.868 -0.352
H 0.877 -1.747 -0.263
O -0.659 -1.937 -1.139
H -1.210 -2.611 -0.735
H -1.223 -1.138 -1.045
```

HOMO energy = -11.52 eV
LUMO = 0.8 eV
frontier orbital gap = 12.32 eV
total charge = 0
SMILES = O.O.O.O.O

These are the natural (NBO) partial charges, in e, on atoms 1 to 2: O -0.99; H 0.47

Most stable to least stable, the ends of the list are #B and #A.

#A
ORCA calculation (ωB97M-V/def2-TZVPD) on a 5-piece molecular cluster, H10O5 overall.

```
15
H10O5, DFT ωB97M-V/def2-TZVPD
O -23.736 11.514 17.374
H -24.552 11.404 16.913
H -23.077 11.568 16.670
O -26.968 10.023 12.211
H -27.344 9.918 13.077
H -27.246 9.210 11.761
O -23.742 11.189 13.553
H -23.141 11.884 13.206
H -23.272 10.605 14.124
O -27.943 9.607 14.591
H -27.090 9.292 14.843
H -28.605 9.037 14.935
O -25.763 11.456 15.485
H -25.149 11.364 14.776
H -26.601 11.117 15.250
```

HOMO energy = -10.84 eV
LUMO = 0.3 eV
frontier orbital gap = 11.14 eV
total charge = 0
SMILES = O.O.O.O.O

These are the natural (NBO) partial charges, in e, on atoms 1 to 2: O -0.95; H 0.49

#B
ORCA calculation (ωB97M-V/def2-TZVPD) on a 5-piece molecular cluster, H10O5 overall.

```
15
H10O5, DFT ωB97M-V/def2-TZVPD
O -13.045 0.886 -5.834
H -12.712 1.805 -5.839
H -12.256 0.331 -5.835
O -12.149 3.589 -5.706
H -11.686 4.027 -6.433
H -12.742 4.265 -5.352
O -14.629 3.892 -7.684
H -14.158 3.105 -7.985
H -15.371 3.984 -8.291
O -15.296 -1.153 -6.045
H -15.878 -0.760 -5.387
H -14.600 -0.493 -6.177
O -9.550 2.986 -4.511
H -10.429 3.010 -4.935
H -8.918 2.905 -5.234
```

HOMO energy = -10.84 eV
LUMO = 0.2 eV
frontier orbital gap = 11.04 eV
total charge = 0
SMILES = O.O.O.O.O

These are the natural (NBO) partial charges, in e, on atoms 1 to 2: O -0.98; H 0.50

Most stable to least stable, the ends of the list are #B and #A.

#A
ORCA calculation (ωB97M-V/def2-TZVPD) on an isolated molecule of C8H10O.

```
19
C8H10O, DFT ωB97M-V/def2-TZVPD
C 2.577 -0.579 0.645
C 1.750 -0.319 -0.397
C 0.341 0.188 -0.331
C 0.250 1.726 -0.599
C -0.256 1.088 0.657
O -1.611 0.986 0.791
C -2.079 -0.084 -0.031
C -1.599 -1.520 0.293
C -0.809 -0.599 -0.756
H 3.755 -0.645 0.453
H 2.186 -0.453 1.768
H 2.255 -0.550 -1.290
H -0.660 2.134 -1.021
H 1.256 2.184 -0.643
H 0.074 1.069 1.792
H -3.090 0.110 -0.569
H -2.133 -2.334 -0.369
H -1.223 -1.668 1.357
H -0.982 -0.733 -1.750
```

HOMO energy = -8.91 eV
LUMO = 1.1 eV
frontier orbital gap = 9.99 eV
total charge = 0
SMILES = C=C[C@]12C[C@H]1O[C@@H]1C[C@@H]12

These are the natural (NBO) partial charges, in e, on atoms 1 to 2: C -0.39; C -0.18

#B
ORCA calculation (ωB97M-V/def2-TZVPD) on an isolated molecule of C8H10O.

```
19
C8H10O, DFT ωB97M-V/def2-TZVPD
C -0.757 -0.682 1.696
C -0.018 -0.710 0.391
C 1.384 -0.842 0.635
C 2.170 -0.189 -0.238
C 1.396 0.636 -1.158
O 1.632 1.354 -2.069
C -0.309 0.391 -0.592
C -1.205 1.583 -0.597
C -0.597 -1.080 -0.932
H -0.531 0.413 2.142
H -0.383 -1.500 2.313
H -1.775 -0.713 1.527
H 1.726 -1.458 1.423
H 3.272 -0.095 -0.088
H -1.523 1.858 0.541
H -2.146 1.492 -1.256
H -0.783 2.409 -1.105
H 0.070 -1.555 -1.642
H -1.623 -1.313 -0.990
```

HOMO energy = -8.75 eV
LUMO = 0.4 eV
frontier orbital gap = 9.13 eV
total charge = 0
SMILES = C[C@]12C=CC(=O)[C@@]1(C)C2

These are the natural (NBO) partial charges, in e, on atoms 1 to 2: C -0.58; C -0.16

Most stable to least stable, the ends of the list are #B and #A.

#A
ORCA calculation (ωB97M-V/def2-TZVPD) on a 2-piece molecular cluster, C4H12NO overall.

```
18
C4H12NO, DFT ωB97M-V/def2-TZVPD
C -0.474 -0.666 0.318
N -0.358 0.631 -0.361
C -0.008 1.721 0.613
C -0.172 0.955 1.917
C 0.336 -0.423 1.606
H -1.413 -0.707 0.746
H -0.395 -1.506 -0.378
H -1.264 0.847 -0.727
H 0.224 0.856 -1.161
H -0.604 2.556 0.400
H 1.119 1.848 0.434
H 0.480 1.464 2.580
H -1.108 1.005 2.474
H 0.262 -1.193 2.500
H 1.376 -0.571 1.315
H 0.811 -1.789 -4.035
H 0.076 -2.570 -3.101
O 0.606 -1.772 -3.156
```

HOMO energy = -15.09 eV
LUMO = -3.2 eV
frontier orbital gap = 11.92 eV
total charge = +1

These are the natural (NBO) partial charges, in e, on atoms 1 to 2: C -0.24; N -0.50

#B
ORCA calculation (ωB97M-V/def2-TZVPD) on a 2-piece molecular cluster, C4H12NO overall.

```
18
C4H12NO, DFT ωB97M-V/def2-TZVPD
C -0.859 0.414 2.428
C -0.323 1.338 1.318
C -0.085 0.438 0.130
C 0.387 0.968 -1.004
N 0.603 0.041 -2.100
H -1.776 -0.143 2.183
H -1.012 0.949 3.378
H -0.030 -0.237 2.744
H 0.637 1.734 1.622
H -0.981 2.189 1.080
H -0.334 -0.609 0.269
H 0.690 1.995 -1.142
H 0.272 -0.956 -1.976
H 0.296 0.393 -3.004
H 1.611 0.108 -2.326
H 0.620 -3.312 -1.768
H -0.029 -2.816 -0.486
O 0.313 -2.496 -1.347
```

HOMO energy = -14.23 eV
LUMO = -3.3 eV
frontier orbital gap = 10.95 eV
total charge = +1

These are the natural (NBO) partial charges, in e, on atoms 1 to 2: C -0.62; C -0.46

Most stable to least stable, the ends of the list are #B and #A.

#A
ORCA calculation (ωB97M-V/def2-TZVPD) on a 2-piece molecular cluster, C4H12NO overall.

```
18
C4H12NO, DFT ωB97M-V/def2-TZVPD
C -1.168 1.370 1.972
C -1.245 0.778 0.796
O -0.901 -0.601 0.736
C -1.691 1.396 -0.493
H -1.367 2.425 2.091
H -0.884 0.803 2.847
H -1.687 -1.103 0.485
H -1.496 2.465 -0.492
H -1.219 0.938 -1.365
H -2.766 1.242 -0.623
C 2.160 -1.878 -0.836
N 1.463 -0.569 -0.638
H 1.436 -2.589 -1.226
H 2.939 -1.735 -1.580
H 2.568 -2.231 0.103
H 0.622 -0.627 -0.011
H 1.123 -0.194 -1.524
H 2.113 0.109 -0.242
```

HOMO energy = -13.34 eV
LUMO = -3.4 eV
frontier orbital gap = 9.93 eV
total charge = +1

These are the natural (NBO) partial charges, in e, on atoms 1 to 2: C -0.41; C 0.25

#B
ORCA calculation (ωB97M-V/def2-TZVPD) on a 2-piece molecular cluster, C4H12NO overall.

```
18
C4H12NO, DFT ωB97M-V/def2-TZVPD
C -0.825 0.729 0.339
C 0.610 1.085 0.688
C 1.057 0.393 1.984
C 2.295 0.606 2.437
N -0.861 -0.344 -0.751
H -1.468 0.391 1.146
H -1.272 1.656 -0.034
H 1.314 1.068 -0.141
H 0.601 2.164 0.905
H 0.320 -0.167 2.531
H 2.654 0.006 3.257
H 2.990 1.282 1.959
H -1.407 -0.103 -1.581
H 0.102 -0.581 -0.952
H -1.450 -1.121 -0.445
H -1.534 -1.252 -4.058
H -1.638 -2.718 -3.618
O -1.504 -1.820 -3.291
```

HOMO energy = -13.15 eV
LUMO = -3.4 eV
frontier orbital gap = 9.78 eV
total charge = +1

These are the natural (NBO) partial charges, in e, on atoms 1 to 2: C -0.22; C -0.49

#C
ORCA calculation (ωB97M-V/def2-TZVPD) on a 2-piece molecular cluster, C4H12NO overall.

```
18
C4H12NO, DFT ωB97M-V/def2-TZVPD
C 1.295 1.126 -1.247
C 0.001 1.492 -0.635
C -0.677 0.479 0.333
C -1.449 0.733 1.489
N -0.812 -0.980 -0.170
H 1.421 1.705 -2.177
H 2.034 1.397 -0.534
H 1.424 0.090 -1.528
H -0.015 2.420 -0.219
H -0.679 1.492 -1.497
H -1.664 1.795 1.647
H -2.069 -0.039 2.071
H -1.080 -1.003 -1.174
H -1.532 -1.370 0.472
H 0.021 -1.571 -0.263
H 1.919 -2.661 0.119
H 1.047 -2.053 1.361
O 1.230 -2.040 0.409
```

HOMO energy = -14.03 eV
LUMO = -3.5 eV
frontier orbital gap = 10.57 eV
total charge = +1

These are the natural (NBO) partial charges, in e, on atoms 1 to 2: C -0.61; C -0.44

Most stable to least stable, the ends of the list are #A and #C.